No. 1
The following is a DFT calculation (ωB97M-V/def2-TZVPD) of a structure of composition H4O2Rb.

Positions of all 7 atoms, in Å:
Rb1 3.172 3.994 5.134
O1 1.153 3.132 3.473
H1 1.057 3.473 2.584
H2 1.173 2.181 3.365
O2 1.873 5.909 6.815
H3 1.168 6.544 6.696
H4 1.867 5.717 7.753

Forces on the atoms, in the same order (eV/Å):
Rb 0.12 0.19 0.18
O 0.27 0.11 0.21
H -0.20 0.15 -0.34
H -0.21 -0.40 -0.08
O 0.23 -0.31 -0.24
H -0.22 0.25 -0.11
H 0.00 0.02 0.37

Results
* charge: +1


No. 2
The following is a DFT calculation (ωB97M-V/def2-TZVPD) of a cluster of 13 separate species, C32H88N2O13 in total at a distorted geometry.

Positions of all 135 atoms, in Å:
O1 -3.226 6.038 -1.872
H1 -2.355 6.434 -1.879
H2 -3.769 6.835 -1.890
O2 0.567 -2.387 1.017
H3 1.270 -2.377 1.688
H4 -0.171 -2.753 1.551
O3 -0.356 1.468 -4.768
H5 0.264 2.019 -5.279
H6 0.207 0.746 -4.550
O4 -0.935 4.319 2.511
H7 -1.458 4.511 1.682
H8 -1.487 4.581 3.246
C1 3.887 0.220 -2.006
C2 3.883 0.099 -3.560
C3 5.207 -0.385 -4.204
C4 5.402 -1.834 -3.915
C5 4.167 -2.584 -4.508
C6 2.858 -2.177 -3.946
N1 2.770 -0.730 -4.070
O5 1.510 -0.274 -3.609
C7 1.726 -2.768 -4.830
C8 2.646 -2.748 -2.484
C9 3.616 1.473 -4.107
H9 3.577 -0.698 -1.436
H10 3.068 0.957 -1.748
H11 4.809 0.627 -1.588
H12 5.029 -0.254 -5.269
H13 6.060 0.294 -3.999
H14 5.411 -2.056 -2.821
H15 6.393 -2.129 -4.386
H16 4.270 -3.676 -4.388
H17 4.137 -2.365 -5.566
H18 0.768 -2.467 -4.444
H19 1.810 -2.487 -5.867
H20 1.821 -3.825 -4.662
H21 2.302 -3.779 -2.519
H22 3.533 -2.779 -1.850
H23 1.913 -2.221 -1.870
H24 2.766 1.819 -3.582
H25 3.561 1.444 -5.211
H26 4.461 2.121 -3.825
H27 1.483 -0.259 -2.626
C10 -4.110 -2.912 3.110
C11 -2.747 -2.503 2.618
C12 -2.173 -1.405 3.503
C13 -1.574 -2.016 4.817
C14 -0.544 -3.139 4.494
C15 -1.148 -4.221 3.629
N2 -1.736 -3.592 2.418
O6 -2.445 -4.600 1.664
C16 -0.114 -5.240 3.053
C17 -2.091 -5.070 4.510
C18 -2.930 -1.936 1.195
H28 -4.525 -3.641 2.362
H29 -4.742 -2.054 3.133
H30 -4.171 -3.406 4.108
H31 -1.325 -0.861 3.034
H32 -2.948 -0.669 3.717
H33 -2.360 -2.420 5.485
H34 -1.121 -1.188 5.345
H35 -0.152 -3.566 5.414
H36 0.314 -2.647 4.063
H37 0.653 -4.795 2.426
H38 0.444 -5.686 3.867
H39 -0.663 -5.978 2.503
H40 -2.760 -4.550 5.219
H41 -2.708 -5.705 3.912
H42 -1.362 -5.592 5.095
H43 -3.492 -0.992 1.146
H44 -3.519 -2.650 0.593
H45 -1.983 -1.679 0.607
H46 -1.997 -4.503 0.772
C19 -2.440 -3.639 -2.539
C20 -1.036 -3.488 -2.062
O7 -0.930 -4.002 -0.668
H47 -3.189 -3.802 -1.790
H48 -2.554 -4.440 -3.271
H49 -2.774 -2.727 -3.035
H50 -0.733 -2.436 -2.015
H51 -0.314 -4.028 -2.718
H52 -0.105 -3.653 -0.333
C21 -3.028 2.349 0.905
C22 -3.412 3.837 0.928
O8 -2.388 4.640 0.313
H53 -2.901 1.970 -0.141
H54 -3.929 1.767 1.219
H55 -2.233 2.049 1.579
H56 -3.623 4.236 1.905
H57 -4.307 3.908 0.249
H58 -2.813 5.263 -0.348
C23 0.077 2.138 -0.670
C24 0.292 0.994 0.283
O9 0.533 -0.256 -0.460
H59 -0.347 2.961 -0.112
H60 -0.589 1.796 -1.468
H61 1.015 2.453 -1.124
H62 -0.644 0.940 0.822
H63 1.095 1.204 1.002
H64 0.591 -0.945 0.217
C25 0.006 3.898 5.733
C26 -0.449 2.548 5.114
O10 0.507 2.055 4.159
H65 -0.363 4.028 6.771
H66 -0.266 4.772 5.155
H67 1.067 3.959 5.792
H68 -1.462 2.602 4.627
H69 -0.485 1.790 5.891
H70 0.255 2.390 3.293
C27 3.969 0.871 4.033
C28 3.104 -0.049 3.076
O11 1.856 -0.394 3.578
H71 3.439 1.848 4.098
H72 4.925 1.074 3.613
H73 4.016 0.468 5.055
H74 3.655 -0.992 2.944
H75 3.100 0.378 2.062
H76 1.422 0.456 3.739
C29 -3.006 0.397 -3.023
C30 -3.158 1.876 -3.195
O12 -4.513 2.261 -3.224
H77 -2.047 0.083 -2.674
H78 -3.165 -0.187 -3.931
H79 -3.817 0.005 -2.305
H80 -2.676 2.201 -4.097
H81 -2.719 2.379 -2.327
H82 -4.845 2.168 -4.115
C31 1.853 5.609 -1.701
C32 0.543 5.854 -2.397
O13 -0.453 6.218 -1.403
H83 2.682 5.076 -2.281
H84 1.696 4.761 -0.973
H85 2.256 6.481 -1.189
H86 0.328 5.004 -3.067
H87 0.558 6.778 -3.041
H88 -0.494 5.470 -0.831

Forces on the atoms, in the same order (eV/Å):
O -0.70 0.48 0.12
H 1.24 -0.17 -0.11
H -0.46 -0.25 0.00
O 0.65 -0.50 1.02
H 0.07 0.20 -0.34
H -0.72 -0.08 -0.14
O -0.25 1.54 -0.90
H -0.55 -0.07 0.22
H 0.82 -1.38 0.68
O -0.02 -0.18 -0.68
H 0.71 0.13 0.77
H -0.16 0.15 0.13
C -1.49 -0.01 0.55
C 0.24 0.17 0.38
C -0.94 0.70 0.30
C 0.51 -1.20 -0.06
C 1.97 -0.70 -0.11
C -1.64 0.03 1.11
N 0.23 0.02 -0.02
O 0.19 0.18 0.46
C 0.70 0.10 1.22
C 0.18 0.09 -0.05
C 1.47 0.39 -0.38
H 0.67 0.75 -0.71
H 0.88 -0.63 -0.07
H 0.08 -0.12 -0.18
H 0.10 -0.17 -0.34
H -0.49 -0.43 0.47
H 0.41 0.31 -0.68
H -1.26 -0.26 0.64
H 0.06 0.33 -0.07
H 0.07 -0.07 -0.48
H -0.38 0.20 0.07
H 0.17 0.04 -0.32
H -0.18 -0.71 -0.52
H -0.08 -0.18 -0.25
H 0.29 0.13 -0.32
H -0.22 0.22 -0.35
H -1.18 0.83 -0.21
H -0.38 0.16 0.60
H -0.20 -0.02 -0.11
H 0.05 -0.18 -0.26
C -0.56 -2.32 -0.06
C 1.01 1.05 -1.15
C 1.39 -0.68 1.00
C -0.62 -0.25 -0.41
C -0.38 1.28 0.33
C -0.18 -0.72 -0.70
N -0.89 0.29 0.52
O 1.33 0.31 -0.85
C 0.08 1.00 0.90
C 0.01 1.03 0.17
C 0.14 0.57 -1.45
H 0.18 0.65 0.82
H -0.54 0.70 -0.02
H 0.32 0.48 -0.72
H -0.47 -0.34 -0.14
H -0.01 -0.03 0.05
H 0.21 0.23 -0.42
H 0.39 0.02 0.33
H -0.16 -0.22 0.18
H 0.40 0.09 -0.62
H -0.16 0.33 -0.32
H -0.06 -0.34 0.29
H -0.07 -0.51 -0.28
H 0.46 0.14 -0.45
H -0.18 -0.70 -0.35
H -0.10 -0.92 0.56
H -0.09 -0.17 0.51
H 0.40 0.28 0.14
H -0.93 -0.67 1.08
H -0.61 -0.26 0.85
C -0.65 0.17 -1.29
C 0.89 -0.43 1.52
O -0.37 -0.05 -1.74
H -0.04 -0.19 0.86
H 0.08 -0.08 0.07
H 0.11 0.08 -0.16
H -0.04 -0.05 -0.12
H -0.46 0.29 0.52
H 0.45 0.17 0.37
C -1.62 -0.56 -0.32
C -0.49 -0.78 -2.39
O -0.44 0.43 -0.40
H 0.42 0.58 0.83
H 0.49 0.46 0.11
H 0.29 0.21 -0.13
H -0.25 -0.07 0.48
H 0.52 0.12 0.96
H 0.44 -0.75 0.65
C 0.59 -0.47 -0.42
C 0.02 -0.83 -0.76
O -0.02 2.11 0.42
H -0.24 0.34 -0.07
H -0.05 0.29 0.10
H 0.10 0.09 -0.16
H -0.20 -0.63 0.45
H 0.03 -0.17 -0.17
H -0.11 -0.43 -0.04
C -0.99 -0.38 0.31
C -0.03 0.49 -0.23
O -0.29 0.06 0.00
H -0.06 -0.13 -0.60
H -0.36 0.08 -0.22
H 0.98 -0.37 0.05
H 0.88 0.05 0.55
H -0.10 -0.06 0.12
H -0.07 0.38 -0.12
C -2.54 0.11 -0.29
C 2.53 -0.31 0.41
O -0.39 0.35 -0.08
H 0.32 -0.47 0.08
H 0.90 -0.08 -0.25
H 0.16 -0.06 -0.46
H -0.07 0.06 0.10
H -0.38 0.29 0.13
H -0.62 -0.03 0.36
C -1.88 -1.57 0.70
C 0.11 -0.04 0.39
O -0.69 0.31 0.29
H 0.78 0.02 0.48
H -0.11 0.28 -0.30
H 1.27 0.65 -0.74
H 0.57 0.28 -0.30
H 0.03 0.15 -0.23
H -0.09 -0.06 -0.22
C 1.34 -2.30 0.40
C 0.20 1.80 -0.81
O 0.44 0.01 -1.56
H -1.12 1.25 -0.03
H -0.15 1.07 -0.09
H -0.06 -0.07 0.02
H -0.63 0.14 0.56
H 0.27 -0.98 0.43
H -0.36 -0.94 1.09


No. 3
The following is a DFT calculation (ωB97M-V/def2-TZVPD) of a cluster of 3 separate species, C30H35BF13N3O2P in total at a distorted geometry.

Positions of all 85 atoms, in Å:
C1 5.672 -1.612 2.310
C2 4.749 -2.760 1.652
B1 4.627 -2.602 0.072
O1 5.727 -2.981 -0.704
P1 3.093 -1.963 -0.911
C3 2.212 -0.511 -0.152
C4 2.435 -0.328 1.394
C5 1.565 0.802 2.037
N1 0.112 0.599 1.907
C6 -0.611 1.911 1.759
C7 -0.594 2.233 0.218
C8 0.496 3.013 -0.338
C9 0.574 3.308 -1.754
C10 -0.474 2.783 -2.607
C11 -1.581 2.023 -2.049
C12 -1.675 1.735 -0.620
O2 -2.722 1.026 -0.060
C13 1.989 -3.425 -1.300
C14 0.632 -3.454 -0.494
C15 -0.643 -3.506 -1.424
F1 -0.988 -4.820 -1.576
F2 -0.426 -2.857 -2.628
C16 -1.773 -2.654 -0.690
F3 -1.822 -2.979 0.636
F4 -1.297 -1.349 -0.745
C17 -3.174 -2.670 -1.428
F5 -3.168 -3.410 -2.585
F6 -3.444 -1.380 -1.832
C18 -4.394 -3.176 -0.568
F7 -4.155 -4.381 0.054
F8 -5.405 -3.448 -1.472
C19 -5.004 -2.098 0.417
F9 -4.068 -1.308 1.016
F10 -5.803 -1.249 -0.318
C20 -5.953 -2.713 1.535
F11 -6.655 -3.785 1.125
F12 -5.302 -2.919 2.712
F13 -6.882 -1.738 1.816
H1 5.831 -0.858 1.488
H2 5.041 -1.097 3.072
H3 6.626 -2.017 2.708
H4 3.781 -2.864 2.196
H5 5.307 -3.724 1.829
H6 6.551 -2.745 -0.241
H7 3.595 -1.506 -2.172
H8 1.125 -0.610 -0.429
H9 2.555 0.429 -0.670
H10 3.508 -0.027 1.548
H11 2.235 -1.294 1.934
H12 1.790 0.789 3.143
H13 1.931 1.801 1.676
H14 -0.099 0.075 1.056
H15 -0.133 2.721 2.362
H16 -1.661 1.719 2.095
H17 1.261 3.378 0.384
H18 1.432 3.918 -2.101
H19 -0.412 2.974 -3.697
H20 -2.390 1.618 -2.698
H21 -3.540 1.555 -0.127
H22 1.883 -3.494 -2.407
H23 2.568 -4.339 -0.991
H24 0.592 -2.637 0.261
H25 0.602 -4.412 0.091
N2 -5.525 2.615 -1.031
C21 -6.447 2.891 -0.101
C22 -7.810 2.766 -0.308
C23 -8.248 2.334 -1.549
C24 -7.313 2.044 -2.529
C25 -5.972 2.198 -2.221
H26 -6.056 3.228 0.853
H27 -8.511 3.001 0.483
H28 -9.307 2.225 -1.751
H29 -7.617 1.705 -3.511
H30 -5.203 1.980 -2.955
N3 5.384 2.215 0.796
C26 5.514 3.195 -0.105
C27 6.512 4.155 -0.061
C28 7.428 4.101 0.978
C29 7.314 3.097 1.925
C30 6.282 2.184 1.789
H31 4.772 3.198 -0.897
H32 6.570 4.924 -0.820
H33 8.223 4.835 1.048
H34 8.010 3.023 2.751
H35 6.151 1.377 2.503

Forces on the atoms, in the same order (eV/Å):
C -1.38 0.26 -1.15
C 0.40 -0.47 0.54
B 2.34 -1.07 0.85
O -1.40 1.59 0.51
P -0.81 0.53 -0.98
C -0.41 0.69 0.04
C 0.06 -0.08 0.11
C 0.51 -0.22 0.53
N 0.50 0.66 0.01
C -0.43 -0.70 -1.42
C -0.31 0.68 -0.11
C -1.23 -0.68 -0.88
C -1.35 -1.27 1.31
C 0.06 -0.21 1.60
C 0.86 0.16 1.00
C 2.04 1.68 -1.24
O 0.51 0.64 -0.31
C 0.13 -0.68 0.43
C 0.32 -0.70 -0.27
C 0.50 0.99 1.50
F 0.04 1.31 -0.49
F -0.22 -1.26 0.95
C 0.95 0.61 -0.59
F -0.37 -0.07 -1.28
F -0.39 -1.37 0.15
C -0.77 0.70 -0.71
F 0.58 0.37 1.45
F 0.09 -1.36 0.65
C -1.42 -0.77 -0.69
F 0.37 1.59 -0.35
F 1.07 0.44 0.87
C -0.60 0.85 -0.03
F -0.48 -1.12 -0.47
F 0.99 -1.09 0.47
C -1.34 1.36 1.17
F 1.20 0.66 0.43
F -0.41 -0.48 -1.69
F 0.97 -0.97 -0.30
H 0.41 -0.44 1.06
H 0.91 -0.41 -0.33
H -0.76 0.44 -0.23
H 0.74 0.20 -0.40
H -0.70 0.70 -0.33
H -0.16 -0.72 -0.10
H -0.28 -0.27 0.60
H 0.95 0.00 0.23
H -0.15 -1.00 0.31
H -0.96 -0.42 -0.08
H 0.17 0.85 -0.45
H -0.01 0.03 -1.01
H -0.36 -0.85 0.00
H 0.04 0.15 0.33
H -0.35 -0.78 -0.45
H 0.91 0.50 -0.26
H -0.66 -0.14 -0.84
H -0.86 -0.52 -0.05
H -0.24 -0.19 0.86
H 0.77 0.47 0.47
H 0.06 -0.09 -0.29
H -0.13 0.23 0.85
H -0.37 0.92 -0.40
H -0.23 -0.48 -0.75
H -0.03 0.94 -0.52
N -0.21 -0.25 0.08
C 0.31 0.00 -0.04
C 0.00 0.00 -0.07
C -0.11 -0.02 -0.02
C -0.02 0.04 0.06
C 0.28 0.05 0.15
H -0.08 0.00 0.01
H 0.05 0.00 0.00
H 0.04 0.00 0.01
H 0.04 0.01 0.02
H -0.07 -0.02 -0.04
N 0.23 0.09 0.02
C -0.16 -0.24 0.09
C 0.02 -0.02 0.07
C 0.08 0.08 -0.01
C -0.01 0.04 -0.05
C -0.29 -0.13 -0.15
H 0.05 0.07 -0.03
H -0.03 -0.03 0.01
H -0.03 -0.03 0.00
H -0.04 -0.02 -0.01
H 0.08 0.06 0.07

Results
* charge: +1


no.,LUMO level (eV)
1,-3.731
2,0.543
3,-3.613